w) C6H8N2 | ωB97M-V/def2-TZVPD

Positions of all 16 atoms, in Å:
C  -3.03875  0.52606  0.52034
C  -1.89794  -0.47781  0.29308
C  -3.12030  -0.18920  -0.56694
C  -0.58039  -0.17964  -0.22181
C  2.78538  -0.42843  0.41446
C  2.36262  0.76673  -0.32380
N  0.46738  -0.69780  0.29116
N  1.64692  -0.49755  -0.45589
H  -3.31063  1.28332  1.26611
H  -2.01211  -1.29943  0.84410
H  -3.70508  -0.50203  -1.34342
H  -0.37138  0.54397  -1.04960
H  3.60941  -0.90809  0.14605
H  2.65117  -0.39535  1.41869
H  1.73828  1.50545  0.08190
H  2.77541  0.94979  -1.31442

- SMILES: C1=CC1/C=N/N1CC1
- HOMO level: -8.569 eV
- Spin multiplicity: 1
- LUMO level: 1.2 eV
- Orbital gap: 9.78 eV
- Net charge: 0

x) C6H8N2 | ωB97M-V/def2-TZVPD

Positions of all 16 atoms, in Å:
C  -1.63333  0.61325  0.30796
C  -2.66425  1.50491  -0.18390
C  -0.50105  0.31876  -0.09638
C  1.09017  -0.69252  1.53080
C  0.56119  -1.79305  -0.77364
C  0.70463  -0.53239  0.05661
N  -1.97869  2.37003  -0.70167
N  -1.17513  2.83674  -1.45364
H  -0.63798  3.70277  -1.17896
H  0.72648  -1.60199  1.96744
H  0.48858  0.20026  1.99166
H  2.06516  -0.41884  1.73731
H  1.09229  -2.55372  -0.03920
H  0.97777  -1.81265  -1.73966
H  -0.48658  -2.19677  -0.81108
H  1.37072  0.05522  -0.61364

- HOMO level: -9.058 eV
- Spin multiplicity: 1
- LUMO level: 0.2 eV
- Orbital gap: 9.25 eV
- Net charge: 0

Which is the most stable structure? w) is the most stable.

w) C6H16N2 | ωB97M-V/def2-TZVPD

Positions of all 24 atoms, in Å:
C  0.62750  -0.63699  -0.02625
N  1.80026  0.07399  -0.66292
C  1.82694  1.30503  0.07199
C  3.07601  -0.89540  -0.36755
C  -0.51665  -0.25484  -0.94326
C  -1.59197  0.60087  -0.23709
C  -2.40506  0.16441  0.97454
N  -3.54751  -0.65495  0.56809
H  0.43909  -0.20246  0.95078
H  0.97833  -1.72759  -0.01908
H  0.87204  1.98403  0.08599
H  2.55895  1.99366  -0.51545
H  2.24320  1.37679  1.12689
H  2.75351  -1.90243  -0.59896
H  3.72989  -0.67545  -1.18257
H  3.41124  -0.97925  0.64354
H  -0.18645  0.47801  -1.85517
H  -0.91152  -1.19380  -1.40637
H  -1.14249  1.60068  -0.09414
H  -2.21109  0.88198  -1.11893
H  -1.82769  -0.08903  1.91980
H  -2.65626  1.14620  1.47163
H  -4.26743  -1.08096  1.19476
H  -3.05283  -1.31247  0.01974

- HOMO level (alpha / beta): 1.406 / -5.428 eV
- Spin multiplicity: 2
- LUMO level (alpha / beta): 3.8 / 4.0 eV
- Orbital gap (alpha / beta): 2.40 / 9.44 eV
- <S²>: 0.7503
- Net charge: -1

x) C6H16N2 | ωB97M-V/def2-TZVPD

Positions of all 24 atoms, in Å:
C  -2.02490  0.18250  -0.65003
C  -0.56346  0.28140  -0.35138
C  0.22245  -0.59824  -1.37840
C  1.15703  -1.48647  -0.65290
C  0.44446  -2.53380  0.27888
N  0.16849  1.53682  -0.28281
C  0.07006  2.19619  1.09736
N  1.09470  1.58872  2.03511
H  -2.26099  -0.82367  -0.77747
H  -2.68719  0.50980  0.18358
H  -2.28958  0.77789  -1.40339
H  -0.51628  -0.08712  0.77104
H  -0.38976  -1.29444  -1.99120
H  0.75116  -0.07845  -2.22429
H  1.78857  -0.70146  -0.05239
H  1.71855  -1.91648  -1.53460
H  1.23443  -3.04928  0.67319
H  -0.15784  -2.01166  1.14244
H  -0.28381  -3.15158  -0.18634
H  -0.15557  2.17085  -1.02228
H  -0.91755  2.14878  1.36939
H  0.31877  3.25188  0.85786
H  1.50878  0.81843  1.74217
H  1.76949  2.26937  2.35647

- HOMO level (alpha / beta): 1.420 / -5.423 eV
- Spin multiplicity: 2
- LUMO level (alpha / beta): 3.9 / 3.8 eV
- Orbital gap (alpha / beta): 2.46 / 9.24 eV
- <S²>: 0.7503
- Net charge: -1

Which is the most stable structure? x) is the most stable.

w) C2H6NP | ωB97M-V/def2-TZVPD

Positions of all 10 atoms, in Å:
C  -0.26764  -1.05434  0.55740
C  -0.42960  0.61944  0.49485
N  0.27725  1.15140  -0.60120
P  0.86266  0.35118  -1.84266
H  0.60534  -1.25693  -0.12677
H  -0.18862  -1.33377  1.65624
H  -1.12631  -1.69755  0.34026
H  0.15045  1.09885  1.28316
H  -1.46399  0.76691  0.56742
H  1.58047  1.35480  -2.32871

- SMILES: [H]/P=N/CC
- HOMO level: -8.673 eV
- Spin multiplicity: 1
- LUMO level: -0.2 eV
- Orbital gap: 8.47 eV
- Net charge: 0

x) C2H6NP | ωB97M-V/def2-TZVPD

Positions of all 10 atoms, in Å:
C  1.63915  0.65924  0.50516
C  -2.05464  0.08694  0.43108
N  -0.95822  0.42671  -0.11506
P  0.52214  -0.42614  -0.05428
H  1.40378  0.68870  1.67024
H  2.52505  0.09343  0.32957
H  -1.97770  -0.92233  1.01319
H  -2.87624  0.73228  0.38185
H  0.55875  -0.62848  -1.55297
H  0.26998  -1.75627  0.35072

- SMILES: C=N[PH2]=C
- HOMO level: -8.177 eV
- Spin multiplicity: 1
- LUMO level: 0.7 eV
- Orbital gap: 8.83 eV
- Net charge: 0

y) C2H6NP | ωB97M-V/def2-TZVPD

Positions of all 10 atoms, in Å:
C  -0.93029  0.53022  0.95282
C  -1.84764  -0.11450  0.09927
N  -1.02391  -0.66605  1.18389
P  2.38124  0.11089  -0.22118
H  1.76327  -1.19786  -0.44844
H  -0.53885  1.45475  1.34963
H  -2.89689  0.01564  0.39388
H  -1.48462  -0.41681  -0.90084
H  1.34963  0.54124  -1.09406
H  3.22807  -0.25753  -1.31498

- SMILES: C1=NC1.P
- HOMO level: -10.285 eV
- Spin multiplicity: 1
- LUMO level: 1.0 eV
- Orbital gap: 11.33 eV
- Net charge: 0

Which is the most stable structure? w) is the most stable.

w) H3INOP | ωB97M-V/def2-TZVPD

Positions of all 7 atoms, in Å:
N  -0.17490  -0.01573  -0.98705
O  0.69686  1.02441  1.22601
P  0.80622  0.00736  0.21935
I  2.29306  -1.82901  0.57841
H  0.07542  -0.78797  -1.59418
H  -2.03017  1.10511  0.10213
H  -1.66650  0.49583  0.45533

- HOMO level: -10.681 eV
- Spin multiplicity: 1
- LUMO level: -1.1 eV
- Orbital gap: 9.59 eV
- Net charge: 0

x) H3INOP | ωB97M-V/def2-TZVPD

Positions of all 7 atoms, in Å:
N  0.30752  -1.08029  0.00815
O  0.58613  1.16611  -0.51713
P  0.09050  0.30029  0.77814
I  -2.31275  0.62275  0.46618
H  0.30391  -2.00854  0.47431
H  0.19096  -0.95514  -1.05878
H  0.83372  1.95482  -0.15087

- SMILES: NP(O)I
- HOMO level: -8.948 eV
- Spin multiplicity: 1
- LUMO level: 0.7 eV
- Orbital gap: 9.61 eV
- Net charge: 0

Which is the most stable structure? x) is the most stable.

w) C4H9N3O3 | ωB97M-V/def2-TZVPD

Positions of all 19 atoms, in Å:
C  -0.35223  -1.15018  -1.47172
C  -0.33071  1.92759  0.57442
C  0.50912  -1.60863  1.23965
C  0.51963  -0.37321  0.36815
N  0.62414  -1.50969  -2.28491
N  -1.49206  2.63478  0.59521
N  -0.47926  0.57998  0.71652
O  -1.55226  -1.16790  -1.56036
O  0.76076  2.47154  0.46001
O  1.75288  0.09766  0.04599
H  1.24021  -2.31637  0.85992
H  -0.47669  -2.06737  1.22885
H  0.76738  -1.35649  2.26826
H  1.57272  -1.36118  -1.97993
H  0.45387  -1.91237  -3.19938
H  -2.38664  2.19719  0.71886
H  -1.43016  3.63639  0.65395
H  -1.41253  0.19598  0.66121
H  1.71181  1.08228  0.10530

- HOMO level: -7.416 eV
- Spin multiplicity: 1
- LUMO level: 0.7 eV
- Orbital gap: 8.14 eV
- Net charge: 0

x) C4H9N3O3 | ωB97M-V/def2-TZVPD

Positions of all 19 atoms, in Å:
C  2.33355  0.43757  -1.06568
C  2.03458  -0.30064  0.20977
O  1.40461  0.37534  1.17874
O  2.36884  -1.44537  0.46401
H  0.93573  1.15320  0.80132
H  1.60594  0.15277  -1.82299
H  3.31979  0.15214  -1.42618
H  2.31288  1.51770  -0.93533
C  -1.67131  -1.04238  0.47601
C  -1.30335  0.35649  -0.24266
N  -1.37997  -1.06001  1.80270
N  -1.49072  0.28005  -1.57923
N  -0.91513  1.44244  0.30562
O  -2.61372  -1.65441  0.01118
H  -0.44313  -0.91687  2.14059
H  -1.98682  -1.60114  2.39924
H  -2.19025  -0.37719  -1.88890
H  -1.31853  1.09433  -2.14639
H  -1.00298  1.43599  1.31821

- SMILES: [H]/N=C(/N)C(N)=O.CC(=O)O
- HOMO level: -9.769 eV
- Spin multiplicity: 1
- LUMO level: 0.3 eV
- Orbital gap: 10.11 eV
- Net charge: 0

Which is the most stable structure? x) is the most stable.

w) C3H5O2 | ωB97M-V/def2-TZVPD

Positions of all 10 atoms, in Å:
C  1.09637  1.17488  1.17938
C  -0.19250  -0.63245  0.01747
C  -0.83778  -0.83393  -1.24981
O  0.99893  0.85812  0.05384
O  -0.17213  -0.79000  1.17987
H  1.61943  2.06679  1.58230
H  0.47640  0.92162  2.02383
H  -0.17261  -0.91391  -2.11757
H  -1.57283  0.02918  -1.51429
H  -1.24330  -1.88029  -1.15501

- HOMO level: -16.507 eV
- Spin multiplicity: 1
- LUMO level: -5.5 eV
- Orbital gap: 10.98 eV
- Net charge: +1

x) C3H5O2 | ωB97M-V/def2-TZVPD

Positions of all 10 atoms, in Å:
C  -0.67688  -0.34091  0.87035
C  -0.33142  0.99671  0.27300
C  0.59571  -0.77684  -0.87298
O  0.26795  0.94262  -0.90187
O  -0.07354  -1.27194  0.23500
H  -1.12077  -0.45060  1.83736
H  -1.18074  1.77523  0.14979
H  0.45685  1.09438  1.12870
H  0.31747  -1.15764  -1.88230
H  1.74536  -0.81103  -0.83705

- HOMO level: -15.914 eV
- Spin multiplicity: 1
- LUMO level: -6.5 eV
- Orbital gap: 9.46 eV
- Net charge: +1

Which is the most stable structure? w) is the most stable.